Entry 1:
C6H13N3O | ωB97M-V/def2-TZVPD

```
! wB97M-V def2-TZVPD RIJCOSX def2/J DEFGRID3
* xyz 2 1
O 3.66 0.60 -0.98
N 0.62 0.08 0.91
N 2.82 -0.91 0.59
N -0.68 0.19 0.54
C -2.38 2.16 0.29
C -0.98 1.66 0.08
C -0.37 -2.17 -0.75
C -1.33 -0.93 -0.45
C 3.93 -0.24 -0.25
C 1.66 -0.44 0.80
H -2.37 -1.22 -0.03
H 3.01 -1.70 1.26
H -2.46 3.28 0.29
H 4.91 -0.71 -0.14
H -1.37 0.23 1.32
H -0.28 -2.92 0.00
H -1.38 -0.39 -1.41
H -0.92 -2.72 -1.51
H -0.58 1.90 -1.03
H -2.94 1.78 -0.49
H -2.73 1.83 1.35
H -0.33 2.38 0.76
H 0.49 -1.75 -1.16
*
```

Results
SMILES string: CC[NH+](CC)N=C=[NH+]C=O
Orbital gap, eV: 11.353
Largest force on an atom, eV/Å: 5.395
Energy relative to the best compared isomer or geometry (same formula, charge and spin), kcal per mole: 124.8

Entry 2:
C45H60BGaN6O3Se | ωB97M-V/def2-TZVPD

```
! wB97M-V def2-TZVPD RIJCOSX def2/J DEFGRID3
* xyz 0 1
Se -0.49 -0.30 -0.83
Ga -0.35 -1.75 1.52
O 0.75 -2.84 0.47
O 1.31 -0.48 1.56
O -2.17 -1.78 1.12
N -0.79 -0.61 3.19
N -0.55 -3.45 2.72
N -1.19 -1.03 4.41
N -0.97 -3.51 4.00
N 3.47 0.08 2.01
N 4.51 -0.43 2.78
C -1.50 -5.44 3.06
C 3.67 -3.75 0.79
C -4.61 -4.74 0.63
C 3.01 -4.44 -0.41
C 5.47 0.55 3.26
C 3.11 2.25 -0.94
C 4.20 1.84 -1.71
C -2.71 -1.87 -0.09
C -4.39 -2.63 -1.61
C -3.75 -2.08 -2.72
C -2.09 -1.28 -1.19
C 2.64 -1.56 3.32
C 2.31 -3.37 -1.26
C 2.02 -5.50 0.09
C -1.53 -4.70 4.22
C -4.77 -3.22 0.80
C 1.25 -2.57 -0.73
C 2.81 -1.89 -4.77
C -1.88 1.07 4.18
C -2.58 -1.38 -2.48
C -5.75 -1.65 -4.16
C -4.35 -2.27 -4.12
C 2.14 -0.72 -5.49
C 3.74 0.69 0.76
C 5.05 0.85 -1.24
C -3.49 -1.60 -5.19
C 4.11 -5.18 -1.18
C 4.32 -1.61 -4.69
C 3.95 -1.36 3.62
C 2.32 -0.65 2.26
C -6.25 -2.85 0.63
C 4.82 0.26 0.00
C -4.39 -2.86 2.24
C 4.77 -2.00 4.69
C -3.94 -2.53 -0.30
C 0.80 -1.52 -1.52
C 1.28 -1.27 -2.81
C 2.57 -3.16 -5.59
C 2.26 -2.08 -3.36
C -1.84 -0.03 5.02
C 2.89 1.68 0.30
C -1.20 0.64 3.04
C 2.75 -3.11 -2.55
C -0.89 -4.60 2.14
C -4.44 -3.76 -4.45
B -0.70 -2.37 5.03
H -5.20 -5.27 1.39
H -4.87 -3.91 -5.44
H 4.98 -1.29 5.50
H -5.71 -0.59 -3.94
H -2.22 -0.16 6.02
H -2.03 -0.90 -3.28
H 4.37 2.29 -2.68
H 2.56 -6.31 0.57
H -1.88 -6.43 2.90
H -6.19 -1.78 -5.15
H -0.69 -4.75 1.09
H 2.44 3.01 -1.31
H -6.84 -3.32 1.42
H 3.54 -3.72 -2.95
H 2.31 0.22 -4.96
H -6.41 -2.12 -3.43
H -4.40 -1.78 2.40
H 2.56 -0.62 -6.49
H -3.41 -3.23 2.51
H -3.41 -0.52 -5.03
H 4.56 -5.92 -0.53
H 1.07 -0.88 -5.59
H 4.51 -0.70 -4.11
H 1.51 -3.38 -5.66
H 4.86 -2.43 -4.21
H 4.90 -4.51 -1.52
H 1.45 -5.92 -0.75
H 5.89 0.53 -1.84
H 6.28 0.03 3.76
H 5.45 -0.53 0.36
H 4.22 -2.84 5.12
H -2.48 -2.02 -5.22
H 3.06 -4.03 -5.14
H 2.93 -3.21 1.37
H -1.33 -2.61 6.03
H 2.05 1.98 0.91
H 0.48 -2.29 5.24
H -6.67 -3.18 -0.32
H 5.71 -2.36 4.29
H 4.73 -1.47 -5.69
H 2.97 -3.05 -6.60
H 4.15 -4.50 1.43
H -3.95 -1.75 -6.17
H -1.92 -4.94 5.20
H 0.88 -0.43 -3.35
H -6.39 -1.77 0.70
H -1.02 1.16 2.11
H 4.43 -3.05 0.45
H 5.88 1.10 2.42
H -3.45 -4.22 -4.43
H -2.33 2.03 4.36
H -5.13 -3.31 2.90
H -4.94 -5.07 -0.35
H -5.06 -4.30 -3.73
H 3.71 -5.71 -2.05
H 1.97 -2.27 3.75
H 5.00 1.26 3.96
H 1.32 -5.08 0.80
H -3.56 -5.02 0.76
H -5.31 -3.17 -1.78
*
```

Results
Orbital gap, eV: 7.692
Largest force on an atom, eV/Å: 0.487
Energy relative to the best compared isomer or geometry (same formula, charge and spin), kcal per mole: 0.0

Entry 3:
C4H6BrIO | ωB97M-V/def2-TZVPD

```
! wB97M-V def2-TZVPD RIJCOSX def2/J DEFGRID3
* xyz 0 1
I -3.14 -0.95 -0.61
Br 0.47 1.75 -1.29
O -2.97 1.56 2.35
C 2.36 -0.23 -1.29
C -2.09 1.36 1.65
C 0.90 -0.37 0.70
C 1.49 0.29 -0.48
H -4.73 -0.76 -0.79
H 2.92 -1.14 -1.08
H 2.69 0.33 -2.11
H 0.06 -0.99 0.31
H 1.54 -1.09 1.18
H 0.53 0.25 1.46
*
```

Results
Orbital gap, eV: 9.826
Largest force on an atom, eV/Å: 2.461
Energy relative to the best compared isomer or geometry (same formula, charge and spin), kcal per mole: 11.6

Entry 4:
H2LiO | ωB97M-V/def2-TZVPD

```
! wB97M-V def2-TZVPD RIJCOSX def2/J DEFGRID3
* xyz 1 1
O 0.25 0.08 -0.13
Li -1.75 -0.83 0.70
H 1.02 -0.27 -0.63
H 0.48 1.02 0.06
*
```

Results
Orbital gap, eV: 12.105
Largest force on an atom, eV/Å: 0.947
Energy relative to the best compared isomer or geometry (same formula, charge and spin), kcal per mole: 7.9

Entry 5:
C26H44Cl2LaO2P2 | ωB97M-V/def2-TZVPD

```
! wB97M-V def2-TZVPD RIJCOSX def2/J DEFGRID3
* xyz 1 1
La -0.89 0.00 0.42
Cl -4.65 -1.28 -1.58
Cl -5.14 -2.86 0.91
P 1.06 -1.66 1.06
P -0.82 0.94 -2.19
O -2.19 -3.87 -0.56
O -2.30 -1.68 0.10
C -0.01 -0.89 -2.02
C -2.04 0.55 -3.47
C -0.94 0.67 4.25
C 3.54 -0.64 -3.17
C -4.28 -2.76 -0.65
C -2.78 -2.82 -0.35
C 4.98 0.02 0.11
C 2.76 0.42 -2.49
C 0.18 2.22 -3.00
C -1.64 2.08 2.19
C -5.05 0.88 1.25
C 4.60 1.07 -0.97
C -2.77 2.11 1.32
C -3.68 1.09 1.74
C -0.54 3.09 2.19
C 4.14 -1.22 0.15
C 3.17 1.13 -1.42
C 3.79 -1.92 -0.94
C -3.01 3.05 0.20
C 0.98 -1.44 -0.94
C 1.92 -3.08 1.77
C -1.82 1.00 3.10
C -3.74 -0.68 3.59
C 1.83 0.02 1.34
C 4.33 -1.66 -2.30
C -3.08 0.40 2.82
H -0.86 4.03 2.66
H 4.97 0.51 1.09
H 4.00 -1.62 1.16
H 1.20 -2.48 -1.25
H -2.70 1.41 -3.59
H 2.59 0.22 0.58
H 4.25 -0.20 -3.90
H 4.28 -2.61 -2.85
H 1.44 -4.01 1.41
H 2.57 1.94 -0.98
H 2.83 -1.22 -3.78
H -0.85 -1.60 -2.14
H -5.18 -0.16 0.91
H 3.00 -3.16 1.61
H -1.51 0.34 -4.42
H 0.33 2.75 2.75
H -0.76 -0.42 4.32
H 2.31 0.05 2.32
H 1.17 0.92 1.29
H 0.46 1.90 -4.02
H 6.02 -0.27 -0.10
H -4.71 -0.34 3.98
H -0.39 3.16 -3.07
H 1.72 -3.09 2.86
H 4.88 2.06 -0.57
H -3.13 -1.01 4.44
H 3.20 -2.84 -0.82
H -5.80 1.06 2.04
H 1.08 2.43 -2.42
H -3.78 3.80 0.43
H -4.57 -3.62 -1.26
H -1.41 0.97 5.21
H 5.26 0.89 -1.84
H -0.22 3.36 1.18
H -5.28 1.54 0.40
H -3.95 -1.55 2.95
H 0.02 1.18 4.20
H 1.84 0.65 -3.03
H -2.65 -0.31 -3.17
H -3.35 2.52 -0.70
H 0.55 -0.86 -2.96
H -2.09 3.59 -0.08
H 1.90 -0.86 -1.04
H 5.38 -1.36 -2.28
*
```

Results
Orbital gap, eV: 6.439
Largest force on an atom, eV/Å: 6.101
Energy relative to the best compared isomer or geometry (same formula, charge and spin), kcal per mole: 94.6

Entry 6:
C28H29CrF6N4O2S3Sb | ωB97M-V/def2-TZVPD

```
! wB97M-V def2-TZVPD RIJCOSX def2/J DEFGRID3
* xyz -1 6
Sb -0.96 1.11 -5.27
Cr -0.41 0.47 -0.67
S -0.72 1.39 1.63
S -0.59 -2.74 0.39
S 2.16 0.55 1.43
F -0.83 0.64 -2.46
F 0.79 0.35 -5.33
F -1.83 -0.54 -5.29
F -0.72 1.54 -7.13
F -0.31 3.07 -4.91
F -2.46 2.22 -5.13
O 0.84 -2.63 0.34
O -1.25 -3.84 -0.27
N 1.50 -0.24 -1.62
N -1.15 -1.31 -0.13
N -2.54 0.30 -0.61
N 0.57 2.52 -0.91
C 1.90 2.25 -1.53
C -1.66 -3.19 4.81
C -1.99 -3.80 2.49
C 0.19 2.90 1.51
C -4.80 -1.21 -0.48
C -4.89 0.14 -0.77
C 1.48 4.48 0.29
C -2.32 -3.96 3.83
C 0.74 3.31 0.31
C -3.71 0.86 -0.87
C -1.05 -2.86 2.10
C -3.59 -1.81 -0.26
C 1.20 4.79 2.64
C 0.42 3.65 2.67
C -2.00 -3.35 6.28
C 0.98 -1.31 -2.53
C 2.71 -0.76 -0.93
C 1.73 5.22 1.42
C -0.72 -2.27 4.37
C 3.02 -0.58 0.41
C 5.04 -1.93 0.14
C 1.91 0.98 -2.40
C -2.47 -0.99 -0.29
C -0.41 -2.09 3.05
C 4.74 -2.10 -1.19
C -0.31 3.32 -1.80
C 4.15 -1.22 0.94
C 3.59 -1.51 -1.71
H -2.65 -2.55 6.64
H -1.31 3.36 -1.36
H -0.03 -1.07 -2.87
H 1.37 5.33 3.58
H 4.34 -1.09 2.01
H 2.93 0.84 -2.80
H -2.54 -4.27 6.43
H 5.90 -2.40 0.59
H 5.38 -2.66 -1.86
H -3.53 -2.87 -0.08
H -5.86 0.58 -0.98
H -5.71 -1.81 -0.45
H 0.98 -2.27 -2.02
H -0.36 2.90 -2.81
H 1.52 -1.36 -3.49
H -3.05 -4.72 4.09
H 2.58 2.11 -0.70
H -3.71 1.89 -1.21
H 3.39 -1.67 -2.76
H 1.25 1.07 -3.23
H -1.12 -3.36 6.91
H 0.07 4.34 -1.94
H -0.15 -1.71 5.09
H 2.21 3.12 -2.14
H 2.33 6.12 1.34
H 0.34 -1.38 2.72
H 1.90 4.81 -0.64
H -2.47 -4.42 1.75
H 0.01 3.29 3.60
*
```

Results
Orbital gap (spin up / spin down), eV: 6.249 / 5.764
Largest force on an atom, eV/Å: 4.131
Energy relative to the best compared isomer or geometry (same formula, charge and spin), kcal per mole: 0.0

Entry 7:
C5H14 | ωB97M-V/def2-TZVPD

```
! wB97M-V def2-TZVPD RIJCOSX def2/J DEFGRID3
* xyz 0 1
C -0.86 -0.28 2.93
C -0.73 1.26 -1.80
C 1.55 0.22 -1.46
C -0.28 -1.47 2.14
C 0.29 0.26 -2.34
H -0.09 0.50 2.99
H -1.72 1.10 -2.20
H -0.14 -0.73 -2.44
H 0.39 -1.10 1.37
H 0.26 -2.09 2.82
H -1.04 -2.08 1.67
H 2.31 -0.48 -1.81
H -1.64 0.25 2.37
H 2.06 1.17 -1.67
H 1.30 0.04 -0.42
H -0.71 1.23 -0.71
H 0.54 0.46 -3.38
H -0.38 2.28 -2.01
H -1.09 -0.56 3.94
*
```

Results
SMILES string: CCC.CC
Orbital gap, eV: 12.344
Largest force on an atom, eV/Å: 1.795
Energy relative to the best compared isomer or geometry (same formula, charge and spin), kcal per mole: 8.0

Entry 8:
C25H30N4O5Se2Ti | ωB97M-V/def2-TZVPD

```
! wB97M-V def2-TZVPD RIJCOSX def2/J DEFGRID3
* xyz -2 3
Se -0.12 2.79 -0.46
Se -4.52 -0.46 1.01
Ti 0.06 0.16 -0.42
O -0.20 -0.18 4.23
O -2.03 0.30 -1.29
O -4.62 3.40 1.46
O 0.25 0.00 1.49
O 0.45 -0.06 -2.37
N -0.54 -2.06 -0.29
N 2.13 0.05 -0.56
N -1.78 -2.34 0.17
N 2.67 -0.14 -1.77
C 1.28 0.10 2.32
C -3.08 0.87 1.22
C 3.74 -1.09 -5.74
C 3.43 -0.76 -4.44
C -0.97 -1.26 3.69
C -1.87 -3.59 0.64
C -1.83 2.95 0.53
C 1.42 -1.04 -6.34
C 2.09 -0.56 -4.05
C -2.93 1.43 -1.23
C -0.62 -4.16 0.47
C 1.09 -0.71 -5.04
C 3.39 0.39 4.15
C 0.18 -3.16 -0.11
C 3.64 0.43 2.80
C 2.98 0.23 0.46
C 1.72 -0.22 -2.69
C 2.61 0.26 1.84
C 2.75 -1.23 -6.71
C 2.09 0.17 4.61
C 1.63 -3.19 -0.47
C -3.13 -4.12 1.23
C -3.01 2.01 0.18
C -4.32 2.81 0.20
C 1.06 0.01 3.71
H -2.11 0.38 1.25
H -1.60 2.84 1.58
H 2.22 -2.62 0.25
H 1.99 -4.22 -0.48
H 4.03 0.30 0.21
H -4.25 3.63 -0.52
H 4.20 -0.65 -3.69
H -5.14 2.14 -0.10
H -1.65 -0.92 2.92
H 0.06 -0.56 -4.75
H -3.08 -4.11 2.32
H -3.91 1.05 -1.52
H 4.20 0.53 4.86
H 1.80 -2.74 -1.44
H 0.63 -1.14 -7.07
H -2.54 -1.64 0.16
H 4.65 0.58 2.44
H 1.86 0.12 5.67
H -0.32 -5.16 0.74
H -3.97 -3.48 0.94
H -1.54 -1.67 4.53
H -1.59 0.31 -2.15
H 4.79 -1.24 -6.01
H -4.72 2.67 2.08
H -3.15 1.33 2.21
H -3.31 -5.14 0.90
H 3.00 -1.49 -7.73
H -2.15 3.98 0.39
H -2.58 2.20 -1.92
H -0.32 -2.03 3.28
*
```

Results
Orbital gap (spin up / spin down), eV: 4.029 / 6.162
Largest force on an atom, eV/Å: 0.505
Energy relative to the best compared isomer or geometry (same formula, charge and spin), kcal per mole: 1.3

Entry 9:
C21H42O21 | ωB97M-V/def2-TZVPD

```
! wB97M-V def2-TZVPD RIJCOSX def2/J DEFGRID3
* xyz 0 1
O 15.17 10.68 10.23
O 14.78 6.92 18.43
O 18.69 11.85 12.63
O 19.60 13.66 11.91
O 12.00 7.52 14.63
O 15.93 13.53 19.34
O 9.84 7.92 15.39
O 13.80 12.18 15.87
O 16.23 8.54 17.78
O 14.14 10.01 15.44
O 15.51 8.82 11.38
O 13.87 10.14 12.05
O 18.01 12.69 10.65
O 10.70 11.35 19.04
O 16.88 11.58 19.85
O 15.93 6.75 16.55
O 11.17 9.17 19.27
O 15.77 11.41 14.99
O 12.65 10.61 19.83
O 10.43 7.83 13.24
O 17.18 12.38 17.79
C 14.21 7.78 19.42
C 16.07 12.81 14.73
C 16.94 7.24 15.65
C 15.09 8.01 12.55
C 14.52 11.11 15.37
C 19.77 14.59 10.81
C 11.43 10.46 19.28
C 17.88 10.60 19.49
C 9.83 8.82 18.85
C 17.82 10.69 12.44
C 14.46 11.97 10.12
C 15.69 14.55 18.41
C 18.66 12.74 11.65
C 12.42 7.25 16.01
C 16.71 12.52 18.88
C 10.66 7.74 14.51
C 14.78 9.89 11.28
C 15.69 7.45 17.62
C 12.48 11.69 16.48
C 9.18 8.47 12.93
C 12.91 11.93 20.28
H 16.87 11.15 12.35
H 17.91 7.33 16.16
H 14.16 7.58 12.38
H 18.81 11.11 19.17
H 8.47 8.33 13.75
H 15.03 8.70 13.43
H 16.97 6.57 14.80
H 14.96 12.65 9.35
H 9.53 7.91 19.38
H 15.03 8.14 20.10
H 17.85 10.05 13.36
H 14.38 12.52 11.09
H 15.84 13.41 15.63
H 17.11 12.80 14.46
H 13.60 8.57 18.99
H 13.21 12.48 19.38
H 12.57 8.27 16.46
H 12.03 11.04 15.73
H 15.90 7.30 12.77
H 16.56 14.88 17.83
H 11.97 12.40 20.61
H 15.25 15.30 18.99
H 20.24 15.44 11.24
H 18.21 10.19 11.58
H 9.78 8.65 17.84
H 17.53 10.00 18.65
H 13.42 11.80 9.86
H 12.77 11.17 17.38
H 18.01 10.06 20.45
H 18.81 14.78 10.18
H 11.93 12.57 16.65
H 20.43 14.13 10.12
H 14.96 14.16 17.68
H 8.77 7.92 12.11
H 13.62 7.11 19.99
H 11.82 6.65 16.72
H 13.61 11.83 21.05
H 9.33 9.57 12.84
H 16.61 8.21 15.33
H 15.52 13.09 13.89
H 9.10 9.57 19.13
H 13.34 6.70 15.83
*
```

Results
SMILES string: COC(=O)OC.COC(=O)OC.COC(=O)OC.COC(=O)OC.COC(=O)OC.COC(=O)OC.COC(=O)OC
Orbital gap, eV: 11.172
Largest force on an atom, eV/Å: 3.026
Energy relative to the best compared isomer or geometry (same formula, charge and spin), kcal per mole: 46.8